Below is a 3-piece molecular cluster, C19H39IN4 overall, with properties calculated with ωB97M-V/def2-TZVPD.

Calculated values
Molar mass: 450.45 g mol⁻¹
HOMO level: -7.8324 eV
2S+1: 1

Positions of all 63 atoms, in Å:
C  -3.81193  -1.33317  2.51901
C  -3.12066  -1.83919  1.23361
I  -4.40666  -3.22972  0.18734
C  -1.77161  -2.50204  1.48816
C  -0.61277  -1.49714  1.63398
C  -0.67774  -0.45611  0.60807
N  -0.88732  0.42375  -0.10009
C  0.75603  -2.25054  1.64012
C  1.81907  -1.56531  0.92574
N  2.66603  -0.99056  0.40722
H  -4.85206  -1.63711  2.54617
H  -3.78021  -0.24470  2.53019
H  -3.30412  -1.71580  3.40184
H  -3.03009  -1.01130  0.54083
H  -1.54275  -3.25473  0.73743
H  -1.84366  -3.03654  2.43768
H  -0.70197  -1.00879  2.60351
H  0.64031  -3.25094  1.22465
H  1.09141  -2.37529  2.66872
C  9.17110  -2.19051  -2.79453
C  8.39209  -1.13821  -2.01930
N  7.08725  -0.86139  -2.58915
C  6.45972  0.33336  -2.04977
C  6.08691  0.33920  -0.56342
C  6.21621  -2.01271  -2.75647
C  5.87640  -2.84559  -1.51319
H  9.24030  -1.92018  -3.84901
H  10.18270  -2.26954  -2.39392
H  8.71369  -3.17784  -2.72066
H  8.95965  -0.20377  -2.04032
H  8.34052  -1.44363  -0.96172
H  5.56376  0.53968  -2.64133
H  7.13829  1.17115  -2.24135
H  5.22165  -0.28839  -0.35968
H  5.82414  1.35348  -0.25591
H  6.91443  0.00975  0.06680
H  6.67132  -2.67413  -3.49834
H  5.28999  -1.66230  -3.21822
H  6.76158  -3.05865  -0.91148
H  5.45341  -3.80474  -1.82026
H  5.14120  -2.35529  -0.87664
C  -6.34148  5.18209  0.33771
C  -5.67910  3.91090  -0.17216
N  -5.12671  3.09131  0.89080
C  -4.24121  2.04415  0.41392
C  -4.83906  0.93564  -0.46089
C  -6.05659  2.70924  1.93943
C  -7.32180  1.94007  1.53647
H  -5.65499  5.74846  0.96825
H  -6.62924  5.81061  -0.50589
H  -7.24548  4.97382  0.91130
H  -4.85064  4.19216  -0.82762
H  -6.39899  3.36401  -0.80205
H  -3.75653  1.59225  1.28482
H  -3.43509  2.52549  -0.14691
H  -5.45676  0.24285  0.11199
H  -4.03123  0.35331  -0.91067
H  -5.44133  1.33592  -1.27673
H  -6.36221  3.61703  2.46553
H  -5.50035  2.12698  2.67941
H  -7.80989  2.38578  0.66867
H  -8.04003  1.95877  2.35872
H  -7.11691  0.89461  1.30957

=====

Below is C8H17N2O4PPdS2 as an isolated structure, with properties calculated with ωB97M-V/def2-TZVPD.

Calculated values
Molar mass: 406.76 g mol⁻¹
HOMO level (alpha / beta): -3.6825 / -3.7221 eV
Total charge: -1
2S+1: 2

Positions of all 35 atoms, in Å:
Pd  0.42168  -0.39901  -0.69104
C  0.95134  -4.24725  -2.76203
C  1.13400  -2.96612  -1.99440
N  0.26598  -2.51886  -1.13174
O  -1.00240  -3.17055  -1.16894
C  2.32509  -2.19688  -2.19377
C  3.55574  -2.67611  -2.89390
N  2.29698  -0.95199  -1.72135
O  3.32866  -0.24617  -1.84477
H  0.01317  -4.73724  -2.52481
H  1.76700  -4.92548  -2.50610
H  1.01248  -4.05809  -3.83498
H  -1.39087  -2.90210  -2.01191
H  3.43685  -3.67406  -3.31371
H  4.41414  -2.68597  -2.21583
H  3.82533  -1.98557  -3.69788
C  0.39533  4.93296  0.92344
C  -0.69331  4.09160  1.55187
O  -0.16193  2.81330  1.91018
P  -0.72905  1.48420  1.16716
S  0.22114  -0.02577  1.96069
S  -0.76038  1.75749  -0.80671
O  -2.29216  1.49376  1.60939
C  -2.62661  1.30627  2.98676
C  -3.39853  0.01556  3.14556
H  0.00810  5.91364  0.63739
H  0.77265  4.43228  0.03212
H  1.22262  5.07392  1.61991
H  -1.53380  3.97433  0.86326
H  -1.07028  4.54684  2.47218
H  -3.22374  2.17126  3.28901
H  -1.71954  1.28570  3.59566
H  -4.28227  0.01746  2.50627
H  -3.71772  -0.11844  4.18174
H  -2.76572  -0.82488  2.86130